[1]
{"formula": "C22H36N2O4", "method": "ωB97M-V with the def2-TZVPD basis set", "total_charge": 0, "e_homo_ev": -7.1, "de_lowest_kcal_mol": 520.84, "e_tot_ha": -1269.58219, "homo_lumo_gap_ha": 0.285, "elements": ["O", "C", "C", "O", "C", "C", "C", "C", "C", "C", "H", "H", "O", "C", "C", "O", "H", "C", "N", "C", "C", "C", "C", "C", "H", "H", "H", "H", "H", "H", "H", "H", "H", "H", "H", "H", "H", "H", "H", "H", "H", "H", "H", "C", "N", "C", "C", "C", "C", "C", "H", "H", "H", "H", "H", "H", "H", "H", "H", "H", "H", "H", "H", "H"], "xyz": [[-3.7367, -1.3493, -1.9102], [-2.9916, -1.0260, -0.7935], [-1.8708, -1.9509, -0.5668], [-1.2274, -1.7927, 0.5915], [-0.3728, -0.8937, 0.4624], [0.1014, -0.4828, 1.9070], [0.9881, 0.4917, 2.1393], [1.4547, 1.3737, 0.7315], [0.8697, 1.0632, -0.4737], [0.0345, -0.0331, -0.5070], [-0.4648, -0.0009, -1.4573], [1.0892, 1.6832, -1.3691], [2.4011, 2.1727, 0.9796], [3.0983, 3.0121, 0.0502], [4.0606, 1.9263, -0.7547], [4.6229, 2.6118, -1.5581], [5.3996, 1.9129, -2.0258], [5.0390, 1.3699, 0.5100], [5.5700, 0.1435, 0.2587], [4.3862, -0.8638, 0.7623], [4.9787, -2.2992, 0.7624], [5.6432, -2.6377, -0.2527], [6.7958, -1.5637, -0.7124], [6.0680, -0.2634, -0.7419], [6.8887, 0.6164, -1.3662], [5.5129, -0.3316, -1.7810], [7.3196, -2.1234, -1.7012], [7.5828, -1.4556, -0.0052], [6.1622, -3.7368, -0.1409], [5.0821, -2.8779, -1.1581], [5.7400, -2.1364, 1.6350], [4.2048, -3.0299, 0.9786], [3.9509, -0.5381, 1.5798], [3.6255, -1.1023, -0.1699], [5.9475, 1.9726, 0.3732], [4.6797, 1.7632, 1.4579], [3.5341, 1.0930, -1.2013], [2.4013, 3.3372, -0.4897], [3.6174, 3.8061, 0.4548], [1.3887, 0.9985, 3.0260], [-0.0700, -1.0436, 2.8776], [-2.6170, -2.9503, -0.1244], [-1.4947, -2.1541, -1.4017], [-4.2110, -1.1512, 0.3886], [-5.4387, -0.1908, -0.1172], [-5.0036, 1.1173, 0.1145], [-6.2246, 1.8254, -0.4968], [-7.5048, 1.3543, 0.1056], [-7.7352, 0.0782, -0.1510], [-6.6895, -0.6251, 0.6517], [-6.5207, -0.4131, 1.6345], [-6.6170, -1.7318, 0.4344], [-7.6131, -0.2349, -1.2001], [-8.6105, -0.4450, 0.5337], [-7.5526, 1.7238, 1.2363], [-8.4242, 2.0874, -0.2349], [-6.3282, 1.6496, -1.6769], [-6.2387, 3.0143, -0.3590], [-5.0881, 1.5438, 1.2202], [-4.0665, 1.4649, -0.0375], [-4.4037, -2.1144, 0.4618], [-3.6414, -0.6269, 1.3669], [-2.6420, -0.0088, -0.9422], [-4.8394, -1.0279, -1.8072]], "lowdin_charge": [-0.11, -0.39, -0.19, 0.01, -0.32, -0.01, 0.04, -0.26, -0.06, -0.08, 0.11, 0.13, -0.06, -0.01, -0.46, 0.01, 0.22, -0.11, -0.16, 0.00, -0.33, -0.32, -0.12, -0.47, 0.19, 0.13, 0.17, 0.08, 0.17, 0.12, 0.17, 0.14, 0.05, 0.18, 0.13, 0.13, 0.13, 0.04, 0.12, 0.10, 0.12, 0.22, 0.07, -0.01, -0.17, -0.25, -0.21, -0.37, -0.28, -0.17, 0.09, 0.14, 0.14, 0.18, 0.16, 0.16, 0.15, 0.14, 0.16, 0.08, 0.03, 0.17, 0.12, 0.22]}

[2]
{"formula": "C2H2F2O", "method": "ωB97M-V with the def2-TZVPD basis set", "total_charge": 0, "e_homo_ev": -10.0, "de_lowest_kcal_mol": 33.49, "smiles": "F[C@@H]1O[C@@H]1F", "e_tot_ha": -352.29941, "homo_lumo_gap_ha": 0.406, "elements": ["F", "C", "O", "C", "F", "H", "H"], "xyz": [[-0.9928, -1.4787, -0.3869], [0.0752, -0.8806, 0.0076], [-0.0253, 0.0198, 1.1323], [0.0352, 0.7510, -0.0003], [-1.0617, 1.3824, -0.3989], [1.0933, -1.1410, -0.0962], [0.8762, 1.3472, -0.2577]], "lowdin_charge": [0.14, -0.24, 0.06, -0.32, 0.08, 0.14, 0.14]}

[3]
{"formula": "C4H12", "method": "ωB97M-V with the def2-TZVPD basis set", "total_charge": 0, "e_homo_ev": -11.1, "de_lowest_kcal_mol": 43.39, "smiles": "CC.CC", "e_tot_ha": -159.51582, "homo_lumo_gap_ha": 0.446, "elements": ["C", "C", "H", "H", "H", "H", "H", "H", "C", "C", "H", "H", "H", "H", "H", "H"], "xyz": [[-0.0265, 2.1762, 0.9448], [0.9837, 1.5074, 1.9361], [-0.2375, 3.1146, 1.0854], [0.3480, 2.2043, -0.0858], [-0.8228, 1.3839, 0.9903], [1.6089, 2.1818, 2.3335], [1.4696, 0.5983, 1.5380], [0.4288, 1.0022, 2.7479], [0.0616, -1.5959, -1.9660], [-0.9345, -2.0248, -0.9140], [-0.7560, -1.4670, -2.8536], [0.4379, -0.5582, -1.9525], [0.8427, -2.3589, -2.0365], [-0.8692, -1.4427, 0.0304], [-1.9036, -1.9453, -1.2931], [-1.0528, -3.0910, -0.5096]], "lowdin_charge": [-0.13, -0.14, -0.01, 0.06, 0.08, 0.01, 0.07, 0.07, -0.17, -0.22, 0.11, 0.05, 0.06, 0.06, 0.02, 0.09]}

[4]
{"formula": "C26H46NO2P3W", "method": "ωB97M-V with the def2-TZVPD basis set", "total_charge": 4, "e_homo_ev": [-19.6, -19.3], "de_lowest_kcal_mol": 0.00, "multiplicity": 3, "e_tot_ha": -2313.01598, "homo_lumo_gap_ha": [0.239, 0.179], "elements": ["P", "C", "H", "H", "H", "C", "H", "H", "H", "C", "H", "H", "H", "P", "C", "H", "H", "H", "C", "H", "H", "H", "C", "H", "H", "H", "P", "C", "H", "H", "H", "C", "H", "H", "H", "C", "H", "H", "H", "W", "C", "O", "C", "O", "C", "C", "C", "C", "C", "C", "H", "H", "H", "H", "H", "H", "C", "N", "C", "C", "C", "C", "C", "C", "C", "C", "H", "H", "H", "H", "H", "H", "H", "H", "H", "H", "H", "H", "H"], "xyz": [[3.3155, -0.2984, -0.4103], [3.7235, -0.4854, 1.3043], [4.7649, -0.8341, 1.3645], [3.0679, -1.2310, 1.7730], [3.6242, 0.4752, 1.8259], [3.4196, -1.8612, -1.2631], [3.0805, -1.7960, -2.3042], [2.8462, -2.6387, -0.7456], [4.4815, -2.1494, -1.2584], [4.2732, 0.9388, -1.2671], [5.3128, 0.5890, -1.3311], [4.2328, 1.8831, -0.7079], [3.8817, 1.0996, -2.2814], [-0.9952, 2.8644, -1.4079], [-1.0070, 3.4028, 0.3152], [-1.3369, 4.4497, 0.3692], [0.0006, 3.3070, 0.7321], [-1.6947, 2.7669, 0.8818], [0.0089, 4.1199, -2.2615], [-0.0268, 3.9786, -3.3480], [1.0509, 4.0264, -1.9285], [-0.3716, 5.1180, -2.0061], [-2.7038, 3.1589, -1.9633], [-2.8927, 4.2403, -1.9969], [-3.3882, 2.6800, -1.2519], [-2.8737, 2.7286, -2.9570], [-2.6933, -2.1683, -0.3546], [-3.1582, -2.3650, 1.3418], [-3.7112, -3.3115, 1.4289], [-3.8009, -1.5276, 1.6441], [-2.2681, -2.3937, 1.9841], [-4.0673, -1.8408, -1.4482], [-4.8328, -2.6076, -1.2671], [-3.7503, -1.8857, -2.4988], [-4.4852, -0.8471, -1.2382], [-1.7582, -3.5590, -0.9635], [-2.4793, -4.3331, -1.2649], [-1.1076, -3.9660, -0.1801], [-1.1406, -3.2955, -1.8319], [-0.1898, 0.3279, -2.2644], [1.5095, 0.4722, -0.5412], [1.3354, 1.3301, 0.3424], [-1.6822, -0.4813, -0.5209], [-2.1256, 0.3780, 0.2580], [-1.4900, 0.1158, -3.8364], [-0.9240, -1.1289, -3.4988], [0.4761, -1.2640, -3.3956], [1.3085, -0.1358, -3.5718], [0.7429, 1.1051, -3.9156], [-0.6565, 1.2332, -4.0311], [-2.5672, 0.2195, -3.9236], [-1.5619, -1.9887, -3.3436], [0.9098, -2.2280, -3.1470], [2.3815, -0.2281, -3.4705], [1.3824, 1.9683, -4.0667], [-1.0917, 2.1886, -4.2934], [1.5977, 0.9613, 4.0256], [0.1215, 0.9070, 4.1973], [-0.4153, 2.1889, 4.7319], [-0.6040, 0.4845, 2.9334], [-0.1290, -0.8600, 2.4761], [0.0557, -1.9277, 3.3977], [0.5932, -3.1351, 2.9528], [0.9001, -3.3386, 1.6083], [0.6539, -2.2987, 0.6739], [0.1589, -1.1465, 1.1719], [1.8347, 1.6140, 3.1788], [1.9836, -0.0462, 3.8528], [2.0261, 1.3679, 4.9469], [-0.0789, 0.1714, 4.8923], [-0.2189, 2.9859, 4.0074], [-1.4919, 2.0745, 4.8895], [0.0867, 2.4021, 5.6805], [-1.6758, 0.4954, 3.1821], [-0.4177, 1.2621, 2.1857], [-0.2122, -1.7976, 4.4540], [0.7719, -3.9397, 3.6729], [1.3208, -4.2903, 1.2709], [0.8408, -2.4504, -0.3901]], "lowdin_charge": [0.88, -0.15, 0.10, 0.06, 0.07, -0.16, 0.05, 0.05, 0.10, -0.15, 0.09, 0.09, 0.07, 0.79, -0.24, 0.08, 0.04, 0.04, -0.22, 0.05, 0.06, 0.08, -0.22, 0.08, 0.06, 0.04, 0.91, -0.14, 0.10, 0.09, 0.06, -0.15, 0.10, 0.07, 0.09, -0.15, 0.10, 0.06, 0.05, 1.44, -0.38, -0.13, -0.33, -0.05, -0.19, -0.23, -0.20, -0.23, -0.18, -0.24, 0.16, 0.12, 0.14, 0.13, 0.16, 0.14, 0.03, -0.18, 0.04, -0.07, -0.23, -0.01, -0.02, -0.03, -0.16, -0.05, 0.11, 0.10, 0.13, 0.17, 0.12, 0.12, 0.13, 0.15, 0.10, 0.14, 0.14, 0.14, 0.08]}

[5]
{"formula": "C19H26BN2", "method": "ωB97M-V with the def2-TZVPD basis set", "total_charge": 1, "e_homo_ev": -11.8, "de_lowest_kcal_mol": 0.00, "e_tot_ha": -873.69427, "homo_lumo_gap_ha": 0.254, "elements": ["C", "N", "C", "C", "C", "C", "C", "C", "C", "C", "C", "C", "C", "C", "C", "C", "C", "H", "H", "H", "H", "H", "H", "H", "H", "H", "H", "H", "H", "H", "H", "C", "N", "C", "C", "B", "H", "H", "H", "H", "H", "H", "H", "H", "H", "H", "H", "H"], "xyz": [[4.0434, 0.5045, 0.7938], [2.7930, -0.2285, 0.7984], [1.5435, 0.3058, 0.8297], [0.5789, -0.7383, 0.9094], [-0.7908, -0.5134, 1.0276], [-1.7949, -1.5409, 0.9739], [-1.7152, -2.5927, 0.0250], [-2.6562, -3.6166, 0.0165], [-3.6980, -3.6284, 0.9563], [-3.8142, -2.5785, 1.8795], [-2.9020, -1.5285, 1.8716], [1.3565, -1.9959, 0.9175], [1.0779, -3.3386, 1.1551], [2.1293, -4.2799, 1.1335], [3.4666, -3.8812, 0.9867], [3.7764, -2.5189, 0.8505], [2.7183, -1.6210, 0.8158], [4.8565, -0.2249, 0.7584], [4.1176, 1.1635, -0.0818], [4.1623, 1.1206, 1.6972], [1.3593, 1.3772, 0.8870], [-1.0969, 0.5060, 1.2702], [-0.8710, -2.6109, -0.6705], [-2.5644, -4.4226, -0.7124], [-4.4356, -4.4357, 0.9496], [-4.6233, -2.5749, 2.6112], [-2.9555, -0.7187, 2.6018], [0.0591, -3.6603, 1.3564], [1.9075, -5.3450, 1.2328], [4.2737, -4.6147, 0.9877], [4.7973, -2.1498, 0.7605], [-1.3007, 4.6010, -2.7361], [-0.9027, 3.5591, -1.7348], [-0.0337, 2.5771, -2.4472], [-0.0797, 4.2592, -0.7055], [-2.1527, 2.7761, -1.0633], [-1.7107, 1.8336, -0.3600], [-0.3771, 5.0415, -3.1431], [-1.8796, 4.1427, -3.5448], [-1.8934, 5.3820, -2.2469], [0.8383, 3.1034, -2.8572], [0.2830, 1.7941, -1.7500], [-0.6146, 2.1266, -3.2576], [0.7933, 4.7079, -1.1996], [-0.6847, 5.0455, -0.2437], [0.2408, 3.5490, 0.0625], [-2.7925, 3.5713, -0.3999], [-2.8326, 2.3112, -1.9619]], "lowdin_charge": [0.02, -0.05, 0.08, -0.11, 0.10, -0.20, -0.04, -0.05, -0.04, -0.05, 0.00, -0.09, 0.00, -0.04, -0.05, 0.01, -0.16, 0.08, 0.11, 0.11, 0.15, 0.12, 0.13, 0.12, 0.12, 0.12, 0.13, 0.11, 0.12, 0.12, 0.11, -0.03, -0.42, -0.05, -0.05, -0.35, 0.02, 0.10, 0.11, 0.11, 0.10, 0.08, 0.11, 0.10, 0.11, 0.08, 0.03, 0.03]}